Record 1
{
  "formula": "C35H46F32GaO8",
  "method": "wB97M-V/def2-TZVPD",
  "elements": ["C", "C", "O", "C", "O", "C", "C", "C", "Ga", "C", "C", "C", "O", "C", "C", "O", "C", "C", "C", "C", "H", "H", "H", "H", "H", "H", "H", "H", "H", "H", "H", "H", "H", "H", "H", "H", "H", "H", "H", "H", "H", "H", "H", "H", "H", "H", "H", "H", "H", "H", "C", "C", "C", "F", "F", "F", "F", "O", "C", "C", "F", "F", "F", "F", "H", "H", "H", "H", "C", "C", "C", "F", "F", "F", "F", "O", "C", "C", "F", "F", "F", "F", "H", "H", "H", "H", "C", "C", "C", "F", "F", "F", "F", "O", "C", "C", "F", "F", "F", "F", "H", "H", "H", "H", "C", "C", "C", "F", "F", "F", "F", "O", "C", "C", "F", "F", "F", "F", "H", "H", "H", "H"],
  "positions_angstrom": [[5.882, 1.688, 0.652], [5.408, 0.489, 1.500], [4.312, 0.901, 2.326], [3.102, 0.533, 1.799], [2.656, -0.493, 2.102], [2.381, 1.448, 0.862], [1.733, 0.654, -0.306], [2.814, 0.394, -1.369], [2.336, -1.050, -2.743], [2.515, -2.972, -2.044], [2.212, -3.170, -0.547], [3.148, -4.117, 0.179], [3.003, -5.491, -0.197], [3.655, -5.878, -1.308], [5.079, -5.485, -1.620], [3.110, -6.571, -2.042], [3.735, -0.892, -4.273], [5.154, -1.000, -3.685], [6.131, -1.790, -4.583], [5.765, 0.401, -3.477], [5.422, 1.648, -0.327], [5.535, 2.595, 1.129], [6.961, 1.722, 0.572], [5.133, -0.335, 0.850], [6.227, 0.187, 2.136], [3.118, 2.089, 0.390], [1.673, 2.115, 1.351], [1.271, -0.254, 0.059], [0.934, 1.275, -0.685], [3.786, 0.202, -0.912], [2.931, 1.333, -1.917], [0.894, -0.855, -3.437], [1.811, -3.579, -2.607], [3.513, -3.343, -2.289], [2.281, -2.221, -0.013], [1.193, -3.521, -0.416], [2.893, -4.074, 1.237], [4.163, -3.734, 0.108], [5.137, -5.418, -2.695], [5.396, -4.526, -1.234], [5.762, -6.273, -1.321], [3.547, -1.704, -4.969], [3.641, 0.081, -4.753], [5.134, -1.515, -2.721], [5.657, -2.575, -5.160], [6.610, -1.104, -5.280], [6.926, -2.183, -3.950], [5.428, 0.835, -2.545], [6.851, 0.328, -3.487], [5.476, 0.994, -4.338], [-1.231, 6.274, 0.735], [-0.099, 5.278, 0.449], [-0.141, 4.574, -0.907], [-1.272, 3.851, -1.060], [0.904, 3.725, -1.000], [-0.038, 4.375, 1.451], [1.067, 5.984, 0.494], [-2.327, 5.796, 1.500], [-3.338, 5.124, 0.855], [-3.429, 3.662, 1.292], [-2.270, 3.023, 1.066], [-4.396, 3.039, 0.578], [-3.216, 5.247, -0.482], [-4.496, 5.744, 1.197], [-0.793, 7.052, 1.359], [-1.566, 6.786, -0.164], [-0.071, 5.298, -1.726], [-3.668, 3.594, 2.356], [-0.659, -3.354, 3.901], [-0.821, -3.258, 2.378], [-0.304, -1.979, 1.731], [-0.941, -0.884, 2.209], [-0.529, -2.028, 0.398], [-2.121, -3.477, 2.053], [-0.116, -4.294, 1.841], [-1.791, -3.007, 4.684], [-2.011, -1.680, 4.976], [-3.296, -1.163, 4.329], [-3.259, -1.316, 2.994], [-3.436, 0.161, 4.591], [-0.945, -0.933, 4.647], [-2.153, -1.594, 6.319], [-0.501, -4.410, 4.118], [0.243, -2.851, 4.247], [0.772, -1.867, 1.898], [-4.164, -1.699, 4.720], [-4.700, 8.112, -2.107], [-4.120, 9.142, -1.125], [-4.937, 9.393, 0.141], [-6.170, 9.860, -0.150], [-4.312, 10.329, 0.900], [-3.883, 10.299, -1.779], [-2.906, 8.666, -0.725], [-5.442, 8.626, -3.197], [-6.773, 8.923, -3.002], [-7.044, 10.421, -3.141], [-6.302, 11.126, -2.265], [-8.347, 10.672, -2.875], [-7.205, 8.441, -1.822], [-7.462, 8.281, -3.968], [-3.842, 7.629, -2.571], [-5.234, 7.313, -1.592], [-5.028, 8.477, 0.731], [-6.812, 10.760, -4.152], [-1.509, -7.880, 0.507], [-2.885, -7.205, 0.615], [-3.201, -6.537, 1.951], [-3.184, -7.424, 2.975], [-4.445, -5.996, 1.909], [-3.852, -8.096, 0.289], [-2.921, -6.232, -0.332], [-1.472, -9.281, 0.736], [-1.395, -9.731, 2.031], [-2.649, -10.503, 2.437], [-3.751, -9.739, 2.304], [-2.557, -10.870, 3.740], [-1.132, -8.719, 2.880], [-0.344, -10.580, 2.091], [-1.204, -7.770, -0.532], [-0.750, -7.355, 1.086], [-2.491, -5.737, 2.162], [-2.765, -11.397, 1.821]],
  "energy_ev": -192756.51437,
  "homo_ha": -0.16673,
  "orbital_gap_ev": 6.24,
  "e_lumo_ev": 1.70,
  "charge": -1
}


Record 2
{
  "formula": "C35H47BCoF2N10P",
  "method": "wB97M-V/def2-TZVPD",
  "elements": ["Co", "C", "C", "C", "C", "C", "C", "N", "N", "B", "N", "C", "C", "C", "N", "C", "C", "C", "N", "C", "C", "C", "N", "C", "C", "C", "H", "H", "H", "H", "H", "H", "H", "H", "H", "H", "H", "H", "H", "H", "H", "H", "H", "H", "H", "H", "H", "H", "H", "H", "H", "H", "H", "H", "F", "C", "C", "C", "C", "C", "F", "C", "C", "C", "C", "C", "C", "N", "H", "H", "H", "H", "H", "H", "C", "N", "C", "N", "C", "N", "C", "P", "C", "C", "H", "H", "H", "H", "H", "H", "H", "H", "H", "H", "H", "H", "H"],
  "positions_angstrom": [[0.147, 0.812, -0.344], [5.028, -1.345, -0.794], [3.585, -0.895, -1.037], [3.561, 0.562, -1.487], [2.744, -1.122, 0.197], [3.081, -1.956, 1.275], [2.101, -1.747, 2.217], [1.219, -0.872, 1.720], [1.597, -0.480, 0.479], [0.116, -0.108, 2.471], [0.430, 1.375, 2.395], [0.686, 2.235, 3.387], [1.046, 3.437, 2.832], [0.994, 3.251, 1.445], [0.601, 1.986, 1.195], [1.458, 4.308, 0.470], [0.530, 5.528, 0.468], [1.788, 3.831, -0.937], [-1.224, -0.372, 1.757], [-2.344, -0.819, 2.318], [-3.308, -0.912, 1.341], [-2.699, -0.490, 0.154], [-1.418, -0.132, 0.431], [-3.489, -0.540, -1.142], [-4.158, 0.797, -1.476], [-2.786, -1.158, -2.358], [5.651, -1.057, -1.639], [5.104, -2.427, -0.681], [5.438, -0.875, 0.101], [3.196, -1.516, -1.850], [4.042, 1.196, -0.739], [2.547, 0.931, -1.642], [4.098, 0.679, -2.429], [3.959, -2.570, 1.374], [1.991, -2.125, 3.221], [0.042, -0.471, 3.609], [0.611, 1.922, 4.415], [1.348, 4.334, 3.345], [2.402, 4.644, 0.911], [-0.471, 5.273, 0.123], [0.932, 6.292, -0.197], [0.444, 5.961, 1.464], [0.897, 3.557, -1.500], [2.481, 2.991, -0.919], [2.271, 4.641, -1.484], [-2.372, -1.039, 3.374], [-4.328, -1.240, 1.448], [-4.303, -1.222, -0.883], [-3.434, 1.506, -1.867], [-4.637, 1.235, -0.600], [-4.920, 0.638, -2.240], [-1.711, -1.123, -2.260], [-3.065, -0.635, -3.273], [-3.070, -2.204, -2.490], [-3.171, 4.871, -0.414], [-2.459, 3.972, -1.090], [-1.746, 3.018, -0.377], [-1.006, 2.105, -1.090], [-0.987, 2.097, -2.488], [-1.724, 3.076, -3.148], [-1.740, 3.112, -4.486], [-2.462, 4.028, -2.471], [-0.221, 1.013, -3.105], [0.013, 0.808, -4.459], [0.661, -0.346, -4.864], [1.060, -1.284, -3.919], [0.837, -1.002, -2.589], [0.238, 0.123, -2.194], [-1.780, 3.030, 0.705], [-3.027, 4.779, -3.004], [-0.324, 1.535, -5.181], [0.843, -0.518, -5.917], [1.549, -2.204, -4.205], [1.125, -1.679, -1.797], [-2.280, -5.717, 1.392], [-2.211, -5.556, -0.136], [-1.116, -6.500, -0.661], [0.122, -6.244, -0.020], [-0.012, -6.394, 1.428], [-1.012, -5.481, 1.980], [-0.596, -4.077, 1.890], [-0.317, -3.479, 0.148], [-1.936, -4.129, -0.521], [0.699, -4.946, -0.391], [-2.609, -6.741, 1.572], [-3.029, -5.013, 1.752], [-3.106, -5.846, -0.532], [-1.053, -6.348, -1.738], [-1.463, -7.511, -0.447], [0.949, -6.203, 1.899], [-0.310, -7.420, 1.650], [0.334, -3.951, 2.447], [-1.344, -3.444, 2.370], [-1.939, -4.070, -1.610], [-2.755, -3.515, -0.143], [1.688, -4.860, 0.062], [0.846, -4.915, -1.474]],
  "energy_ev": -104975.00367,
  "homo_ha": [-0.50099, -0.50066],
  "orbital_gap_ev": [7.41, 7.44],
  "e_lumo_ev": [-6.22, -6.18],
  "charge": 2
}


- Number 1 is which compound?
  C35H46F32GaO8